No. 1
C32H50Cl3N6OSSi2Sn as an isolated structure, computed with ωB97M-V/def2-TZVPD.

```
96
Properties=species:S:1:pos:R:3:lowdin_charge:R:1
Sn 0.567 0.186 0.112 1.088
C -3.579 1.269 -1.448 -0.001
C -2.250 0.646 -1.187 -0.256
N -1.639 0.701 -0.058 -0.057
N -2.296 1.266 0.993 0.085
C -1.628 1.096 2.113 -0.507
O -0.520 0.477 2.207 -0.261
C -2.205 1.712 3.335 -0.161
C -2.063 1.071 4.562 -0.031
C -2.562 1.660 5.714 -0.079
C -3.182 2.901 5.645 -0.081
C -3.312 3.547 4.423 -0.069
C -2.833 2.951 3.265 -0.023
C -1.623 -0.210 -2.214 -0.232
C -2.202 -0.414 -3.460 0.011
C -1.641 -1.349 -4.315 -0.018
C -0.524 -2.055 -3.900 -0.033
C 0.010 -1.763 -2.658 -0.181
N -0.515 -0.861 -1.838 0.004
H -3.901 1.841 -0.586 0.076
H -3.509 1.925 -2.318 0.096
H -4.324 0.502 -1.668 0.101
H -1.576 0.105 4.605 0.111
H -2.470 1.152 6.665 0.109
H -3.569 3.362 6.544 0.107
H -3.795 4.514 4.371 0.107
H -2.930 3.437 2.304 0.115
H -3.087 0.134 -3.745 0.117
H -2.080 -1.530 -5.287 0.121
H -0.064 -2.810 -4.521 0.115
H 0.892 -2.282 -2.304 0.092
Cl 1.216 -5.334 -2.427 0.627
C -0.159 -5.553 -1.324 -1.610
Cl 0.194 -6.823 -0.152 0.651
Cl -1.622 -5.930 -2.242 0.641
C -0.367 -4.294 -0.607 -0.387
N -0.523 -3.310 -0.041 0.231
C 2.368 0.100 -3.129 -0.202
Si 2.166 1.385 -1.757 0.642
C 3.913 1.517 -0.960 -0.646
C 4.902 2.153 -1.948 -0.087
C 4.412 0.100 -0.655 -0.108
C 3.924 2.344 0.330 -0.106
C 1.542 2.994 -2.640 -0.631
C 0.015 2.919 -2.758 -0.111
C 2.118 2.996 -4.070 -0.099
C 1.938 4.331 -2.006 -0.106
H 3.220 0.400 -3.742 0.044
H 1.502 0.042 -3.788 0.027
H 2.584 -0.898 -2.747 0.024
H 4.994 1.581 -2.873 0.077
H 5.894 2.186 -1.487 0.094
H 4.635 3.176 -2.207 0.063
H 4.580 -0.477 -1.566 0.079
H 3.715 -0.461 -0.028 0.022
H 5.364 0.147 -0.117 0.097
H 3.676 3.389 0.142 0.072
H 4.922 2.309 0.779 0.092
H 3.211 1.978 1.072 0.031
H -0.305 2.007 -3.270 0.068
H -0.357 3.768 -3.343 0.094
H -0.471 2.957 -1.780 0.044
H 1.754 2.162 -4.670 0.071
H 3.207 2.973 -4.086 0.074
H 1.804 3.917 -4.571 0.092
H 1.584 4.447 -0.986 0.005
H 1.508 5.139 -2.606 0.090
H 3.018 4.475 -2.008 0.068
C 0.710 5.953 2.252 -0.036
N 0.703 4.733 3.022 -0.149
C 0.924 4.749 4.464 -0.094
C 0.787 3.268 4.842 -0.100
N 0.876 2.607 3.541 0.051
C 0.695 3.488 2.540 -0.715
S 0.483 3.087 0.912 0.731
H -0.091 6.611 2.592 0.097
H 0.555 5.713 1.204 0.053
H 1.665 6.471 2.368 0.099
H 0.177 5.376 4.953 0.127
H 1.915 5.151 4.690 0.128
H -0.174 3.055 5.313 0.103
H 1.588 2.938 5.502 0.121
H 0.517 1.669 3.386 0.093
C 2.582 -2.895 0.994 -0.217
Si 1.660 -1.485 1.842 0.431
C 2.908 -0.406 2.752 -0.203
C 0.433 -2.226 3.042 -0.212
H 3.378 -3.223 1.669 0.044
H 3.054 -2.629 0.047 0.017
H 1.924 -3.746 0.827 0.001
H 3.049 -0.842 3.745 0.044
H 2.593 0.628 2.892 0.004
H 3.875 -0.401 2.250 0.026
H 0.938 -3.038 3.573 0.043
H -0.436 -2.639 2.532 0.016
H 0.090 -1.488 3.765 0.012
```

## Properties
total charge = +1
Kohn-Sham gap = 7.1 eV
ΔE to the lowest compared entry with this formula, charge and spin = 28.7 kcal/mol
lowest unoccupied orbital energy = -0.1142 hartree


No. 2
C32H50CuN7OP2 as an isolated structure at a distorted geometry, computed with ωB97M-V/def2-TZVPD.

```
93
Properties=species:S:1:pos:R:3:mulliken_spin:R:1
C -1.066 2.539 -1.619 -0.051
C -2.549 0.897 -0.849 0.111
C -2.094 3.236 -2.253 0.169
C -3.650 1.718 -1.247 0.224
C -3.416 2.866 -1.979 -0.046
H -1.830 4.051 -2.928 0.004
H -4.642 1.350 -0.990 -0.001
H -4.242 3.462 -2.359 0.002
N -1.294 1.465 -0.850 0.111
P 1.307 2.431 -0.364 -0.009
P -1.768 -1.888 -0.288 -0.001
C 0.391 2.944 -1.844 0.007
H 0.792 2.431 -2.732 0.005
H 0.461 4.014 -2.048 -0.004
C 1.005 -0.714 1.171 -0.002
O 1.305 -1.727 1.660 -0.001
C -2.788 -0.463 -0.501 0.424
H -3.849 -0.674 -0.285 -0.080
C -2.311 -2.900 -1.842 0.038
C -2.389 -2.797 1.313 0.029
C 3.110 2.178 -0.755 0.000
C 0.977 3.891 0.784 0.002
C -1.062 -3.690 -2.239 0.007
H -0.737 -4.363 -1.435 0.000
H -1.319 -4.298 -3.114 0.001
H -0.231 -3.029 -2.508 0.001
C -3.477 -3.851 -1.588 0.003
H -3.268 -4.619 -0.838 0.001
H -4.400 -3.317 -1.330 0.001
H -3.665 -4.373 -2.536 0.000
C -2.758 -1.977 -2.975 0.055
H -2.874 -2.573 -3.887 0.000
H -3.718 -1.499 -2.759 -0.007
H -2.026 -1.202 -3.198 -0.028
C -1.730 -4.193 1.381 0.002
H -0.634 -4.100 1.396 0.000
H -2.033 -4.690 2.316 0.000
H -2.009 -4.858 0.555 0.000
C -1.910 -1.987 2.527 0.009
H -0.828 -1.839 2.522 -0.001
H -2.388 -1.000 2.578 0.002
H -2.169 -2.540 3.444 -0.002
C -3.913 -2.878 1.402 -0.009
H -4.375 -3.466 0.608 0.001
H -4.177 -3.363 2.356 0.000
H -4.362 -1.880 1.391 0.001
C 1.912 3.787 2.003 0.002
H 1.516 4.435 2.804 0.000
H 1.922 2.761 2.393 0.000
H 2.940 4.106 1.780 0.000
C -0.464 3.736 1.294 0.013
H -1.216 3.939 0.521 0.000
H -0.614 2.717 1.663 -0.013
H -0.626 4.426 2.136 0.001
C 1.111 5.257 0.090 -0.002
H 0.991 6.035 0.861 0.000
H 2.086 5.406 -0.392 0.000
H 0.322 5.422 -0.655 0.003
C 3.236 1.259 -1.986 -0.001
H 2.780 1.700 -2.883 0.000
H 4.304 1.086 -2.194 0.000
H 2.768 0.281 -1.807 0.001
C 3.737 1.458 0.463 0.000
H 3.204 0.516 0.680 0.000
H 4.792 1.226 0.243 0.000
H 3.702 2.078 1.370 0.000
C 3.803 3.521 -1.028 0.000
H 3.285 4.095 -1.811 0.000
H 3.905 4.139 -0.124 0.000
H 4.822 3.316 -1.396 0.000
Cu 0.259 0.449 -0.024 0.013
N 0.228 -0.642 -1.705 0.002
C -0.036 -0.483 -2.848 0.017
C 0.302 -0.610 -4.224 -0.006
C 1.579 -1.141 -4.484 0.000
C -0.609 -0.362 -5.265 0.002
C 1.966 -1.414 -5.791 0.000
H 2.213 -1.391 -3.631 0.000
C -0.213 -0.657 -6.570 0.000
H -1.610 0.005 -5.027 0.000
C 1.069 -1.165 -6.838 0.001
H 2.958 -1.836 -5.964 0.000
H -0.921 -0.502 -7.386 0.000
H 1.379 -1.369 -7.862 0.000
N 2.069 0.342 5.319 0.000
N 0.987 0.417 4.472 0.000
N -0.234 0.816 4.944 0.000
C -0.828 1.172 3.802 0.000
N -0.032 1.032 2.731 -0.002
N 1.170 0.641 3.170 0.000
H 2.770 -0.285 4.948 0.000
H 1.765 0.143 6.262 0.000
H -1.851 1.532 3.738 0.000
```

## Properties
spin multiplicity = 2
total charge = +1
Kohn-Sham gap (alpha / beta) = 7.3 / 5.7 eV
⟨S²⟩ = 0.785
ΔE to the lowest compared entry with this formula, charge and spin = 6.4 kcal/mol
lowest unoccupied orbital energy (alpha / beta) = -0.0890 / -0.1469 hartree